(1)
Entry from OMol25: a single C2H6N4S molecule (ωB97M-V with the def2-TZVPD basis set).

Geometry as XYZ:
```
13
Properties=species:S:1:pos:R:3:nbo_charge:R:1
H -3.068 1.537 -2.023 0.362
N -2.005 1.534 -1.735 -0.342
N -1.583 0.364 -1.672 -0.039
S -2.085 -1.009 -2.452 -0.071
N -0.332 0.155 -1.150 -0.025
N -0.234 -0.207 0.058 -0.093
C 1.106 -0.519 0.457 -0.275
C 1.278 -0.133 1.964 -0.605
H 1.354 -1.538 0.313 0.220
H 1.659 -0.036 -0.321 0.204
H 0.930 0.902 2.013 0.217
H 0.620 -0.778 2.523 0.224
H 2.360 -0.272 2.026 0.222
```

## Properties
- HOMO energy (alpha / beta) (eV) = -8.950 / -8.950
- spin multiplicity = 1
- gap between HOMO and LUMO (alpha / beta) (eV) = 8.43 / 8.43

(2)
Entry from OMol25: a single C2H6N4S molecule (ωB97M-V with the def2-TZVPD basis set).

Geometry as XYZ:
```
13
Properties=species:S:1:pos:R:3:nbo_charge:R:1
H -1.830 0.834 -1.029 0.335
N -2.457 0.087 -0.895 -0.676
C -2.000 -0.802 -0.006 0.271
N -0.840 -0.638 0.838 -0.487
N 0.046 0.427 0.451 -0.469
C 1.214 0.002 -0.083 0.243
N 2.093 1.003 -0.121 -0.798
S 1.628 -1.556 -0.302 -0.193
H -2.469 -1.753 0.260 0.182
H -0.245 -1.524 0.819 0.396
H 0.176 1.213 1.066 0.398
H 2.958 0.752 -0.549 0.408
H 1.727 1.956 -0.449 0.390
```

## Properties
- HOMO energy (eV) = -8.999
- spin multiplicity = 1
- gap between HOMO and LUMO (eV) = 9.57

(3)
Entry from OMol25: 2 unconnected molecules or ions with the total composition C2H6N4S (ωB97M-V with the def2-TZVPD basis set).

Geometry as XYZ:
```
13
Properties=species:S:1:pos:R:3:nbo_charge:R:1
C -1.895 0.362 0.143 0.390
C 0.668 2.180 -0.777 -0.311
N -2.725 1.049 -0.245 -0.346
N 1.436 -1.390 1.181 -1.131
N 0.588 -1.409 -1.106 -1.006
N -1.050 -0.495 0.769 -0.864
S 0.634 -0.389 0.296 1.446
H -0.440 1.995 -0.760 0.090
H 0.749 3.053 0.003 0.102
H 1.584 -1.079 2.154 0.380
H 1.485 -1.974 -1.151 0.429
H 0.330 -0.768 -1.887 0.399
H -1.364 -1.135 1.380 0.422
```

## Properties
- HOMO energy (eV) = -9.318
- spin multiplicity = 1
- gap between HOMO and LUMO (eV) = 8.41

Going by the computed energies, the most stable comes first: (2), (1), (3).

(1)
Entry from OMol25: a molecular structure, C6H11N3O (ωB97M-V with the def2-TZVPD basis set).

Geometry as XYZ:
```
21
Properties=species:S:1:pos:R:3:nbo_charge:R:1
C 0.453 -0.957 -1.090 -0.454
C -0.770 -1.289 -0.691 0.037
C 1.144 0.070 -0.214 0.245
C 1.692 1.376 -0.815 -0.684
C -2.709 -0.376 0.533 -0.398
C 2.110 -0.440 0.862 -0.392
N 3.337 -0.834 0.180 0.139
N -0.450 0.464 0.798 -0.531
N -1.297 -0.603 0.300 -0.273
O 4.276 -0.014 0.195 -0.291
H 1.066 -1.654 -1.753 0.240
H -1.435 -1.927 -1.366 0.222
H 0.916 2.105 -1.030 0.249
H 2.448 1.066 -1.570 0.239
H 2.458 1.999 -0.162 0.218
H -3.221 -1.288 0.293 0.209
H -2.737 -0.241 1.607 0.204
H -2.952 0.537 -0.070 0.201
H 1.623 -1.348 1.214 0.243
H 2.344 0.508 1.506 0.217
H -0.247 0.570 1.814 0.360
```

## Properties
- HOMO energy (eV) = -7.377
- spin multiplicity = 1
- gap between HOMO and LUMO (eV) = 7.02

(2)
Entry from OMol25: 2 unconnected molecules or ions with the total composition C6H11N3O (ωB97M-V with the def2-TZVPD basis set).

Geometry as XYZ:
```
21
Properties=species:S:1:pos:R:3:nbo_charge:R:1
C -2.051 3.164 0.063 -0.643
C -0.774 2.479 -0.283 0.095
C -0.359 1.220 0.054 -0.115
N 0.957 1.136 -0.326 -0.526
C 1.316 2.379 -0.761 0.165
N 0.297 3.189 -0.769 -0.465
H -2.181 3.308 1.140 0.215
H -2.961 2.629 -0.220 0.213
H -2.089 4.131 -0.435 0.231
H -0.793 0.413 0.597 0.210
H 1.562 0.470 0.136 0.426
H 2.341 2.584 -1.001 0.191
C -0.876 -3.351 1.293 -0.721
C 0.336 -2.999 0.436 0.681
N 0.338 -3.564 -0.795 -0.823
O 1.224 -2.268 0.822 -0.637
H -0.539 -4.236 1.848 0.238
H -1.784 -3.533 0.737 0.219
H -1.022 -2.546 2.005 0.242
H 1.090 -3.326 -1.423 0.408
H -0.350 -4.262 -1.009 0.395
```

## Properties
- HOMO energy (eV) = -8.307
- spin multiplicity = 1
- gap between HOMO and LUMO (eV) = 8.95

Going by the computed energies, the most stable comes first: (2), (1).

(1)
Entry from OMol25: a single C4H5N3 molecule (ωB97M-V with the def2-TZVPD basis set).

Geometry as XYZ:
```
12
Properties=species:S:1:pos:R:3:nbo_charge:R:1
C -1.776 0.027 0.050 -0.399
N -0.719 0.096 -0.892 -0.583
C 0.539 -0.267 -0.766 0.373
N 1.591 -0.444 -1.416 -0.297
C 1.472 -0.471 0.258 -0.287
C 2.005 0.528 1.099 0.251
N 2.443 1.327 1.809 -0.300
H -1.471 -0.698 0.790 0.212
H -2.672 -0.326 -0.459 0.205
H -2.028 0.989 0.496 0.199
H -0.893 0.675 -1.672 0.398
H 1.511 -1.436 0.704 0.227
```

## Properties
- HOMO energy (eV) = -9.856
- spin multiplicity = 1
- gap between HOMO and LUMO (eV) = 10.44

(2)
Entry from OMol25: a single C4H5N3 molecule (ωB97M-V with the def2-TZVPD basis set).

Geometry as XYZ:
```
12
Properties=species:S:1:pos:R:3:nbo_charge:R:1
C 2.227 -0.082 0.108 -0.064
C 1.634 -1.399 -0.206 0.027
C -0.457 0.209 -0.119 0.409
C -1.888 0.469 0.131 -0.674
N 1.599 1.039 -0.106 -0.201
N 0.365 1.212 -0.108 -0.259
N 0.254 -1.103 -0.337 -0.575
H 3.139 0.002 0.544 0.187
H -2.178 -0.339 0.742 0.228
H -2.534 0.513 -0.832 0.251
H -1.896 1.402 0.787 0.265
H -0.266 -1.922 -0.604 0.407
```

## Properties
- HOMO energy (eV) = -8.213
- spin multiplicity = 1
- gap between HOMO and LUMO (eV) = 8.00

Going by the computed energies, the most stable comes first: (1), (2).

(1)
Entry from OMol25: a single C4H5N3 molecule (ωB97M-V with the def2-TZVPD basis set).

Geometry as XYZ:
```
12
Properties=species:S:1:pos:R:3:nbo_charge:R:1
N -2.011 0.059 -0.086 -0.796
C -0.624 0.025 0.071 0.077
C 0.169 1.169 0.176 0.015
N 1.497 1.122 0.128 -0.424
C 2.042 -0.087 0.025 0.209
N 1.398 -1.248 0.127 -0.424
C 0.072 -1.181 0.182 0.019
H -2.355 0.977 -0.340 0.376
H -2.332 -0.618 -0.768 0.381
H -0.289 2.151 0.308 0.191
H 3.115 -0.131 -0.146 0.180
H -0.470 -2.116 0.326 0.196
```

## Properties
- HOMO energy (eV) = -8.934
- spin multiplicity = 1
- gap between HOMO and LUMO (eV) = 9.76

(2)
Entry from OMol25: a single C4H5N3 molecule (ωB97M-V with the def2-TZVPD basis set).

Geometry as XYZ:
```
12
Properties=species:S:1:pos:R:3:nbo_charge:R:1
N 2.045 -0.499 -0.246 -0.633
C 1.163 -0.112 0.590 0.498
N 0.350 -1.121 1.119 -0.408
C -0.794 -1.073 0.556 0.137
C -1.016 -0.023 -0.456 -0.589
C -0.427 1.253 -0.008 0.135
N 0.717 1.222 0.564 -0.436
H 2.449 0.349 -0.647 0.342
H -1.547 -1.830 0.760 0.203
H 0.009 -0.417 -1.163 0.298
H -2.030 0.047 -0.869 0.251
H -0.919 2.203 -0.200 0.203
```

## Properties
- HOMO energy (eV) = -10.100
- spin multiplicity = 1
- gap between HOMO and LUMO (eV) = 10.43

Going by the computed energies, the most stable comes first: (1), (2).